1) {
  "formula": "C5H12N2O",
  "method": "ωB97M-V/def2-TZVPD",
  "gap_ev": 8.71,
  "homo_energy_ev": -7.72,
  "lumo_energy_ev": 0.98,
  "smiles": "C/C=C\\N.CNC=O",
  "species": ["C", "N", "C", "O", "H", "H", "H", "H", "H", "C", "N", "C", "C", "H", "H", "H", "H", "H", "H", "H"],
  "xyz": [[-0.687, 2.073, 1.881], [0.391, 1.614, 1.022], [0.833, 0.282, 1.117], [0.303, -0.528, 1.860], [1.091, 2.317, 0.827], [1.860, 0.206, 0.720], [-1.343, 1.227, 2.078], [-1.272, 2.858, 1.398], [-0.310, 2.446, 2.835], [-1.519, -0.964, -1.192], [1.245, -2.062, -0.792], [0.986, -0.823, -1.395], [-0.248, -0.297, -1.609], [2.009, -2.604, -1.166], [0.700, -2.318, 0.020], [1.826, -0.420, -1.952], [-0.330, 0.433, -2.402], [-2.383, -0.460, -1.619], [-1.551, -2.005, -1.526], [-1.603, -0.975, -0.106]],
  "lowdin_charge": [-0.10, -0.04, -0.38, 0.01, 0.12, 0.12, 0.08, 0.08, 0.08, -0.11, 0.05, -0.27, -0.19, 0.08, 0.08, 0.10, 0.09, 0.07, 0.07, 0.06]
}

2) {
  "formula": "C5H12N2O",
  "method": "ωB97M-V/def2-TZVPD",
  "gap_ev": 9.51,
  "homo_energy_ev": -8.67,
  "lumo_energy_ev": 0.84,
  "smiles": "N/C=C/N.CCC=O",
  "species": ["C", "C", "N", "N", "H", "H", "H", "H", "H", "H", "O", "C", "C", "C", "H", "H", "H", "H", "H", "H"],
  "xyz": [[-1.631, 0.097, -1.851], [-2.069, -0.835, -1.024], [-1.967, -0.738, 0.386], [-1.750, -0.067, -3.271], [-1.173, 1.010, -1.474], [-2.527, -1.721, -1.451], [-1.029, -0.933, 0.712], [-2.576, -1.390, 0.862], [-0.880, 0.159, -3.739], [-2.441, 0.578, -3.638], [1.485, -1.276, 2.133], [1.477, -0.394, 1.316], [1.570, 1.070, 1.638], [2.674, 1.763, 0.843], [1.384, -0.632, 0.234], [1.698, 1.173, 2.713], [0.595, 1.506, 1.395], [3.648, 1.354, 1.110], [2.687, 2.828, 1.058], [2.519, 1.625, -0.228]],
  "lowdin_charge": [-0.24, -0.22, 0.02, -0.01, 0.10, 0.11, 0.04, 0.07, 0.06, 0.06, 0.05, -0.31, -0.22, -0.10, 0.12, 0.11, 0.11, 0.08, 0.07, 0.07]
}

Stability summary - winner: 1); margin: 0.173 eV.

1) {
  "formula": "C7H15N2Si",
  "method": "ωB97M-V/def2-TZVPD",
  "gap_ev": 10.68,
  "homo_energy_ev": -13.37,
  "total_charge": 1,
  "lumo_energy_ev": -2.69,
  "smiles": "Cc1c[nH+]c([Si](C)(C)C)[nH]1",
  "species": ["C", "C", "C", "C", "C", "C", "C", "N", "N", "Si", "H", "H", "H", "H", "H", "H", "H", "H", "H", "H", "H", "H", "H", "H", "H"],
  "xyz": [[2.202, -1.384, -0.158], [1.071, -2.194, -0.043], [0.438, -0.114, 0.154], [0.738, -3.612, -0.437], [-1.837, 1.037, 1.730], [-1.528, 1.353, -1.468], [0.458, 2.860, 0.316], [0.013, -1.370, 0.129], [1.752, -0.110, -0.027], [-0.721, 1.417, 0.234], [3.176, -1.595, -0.319], [0.216, -4.165, 0.359], [0.227, -3.587, -1.317], [1.497, -4.347, -0.563], [-2.654, 1.783, 1.663], [-2.486, 0.152, 1.479], [-1.159, 0.951, 2.539], [-1.851, 2.236, -1.848], [-0.946, 0.878, -2.229], [-2.412, 0.837, -1.535], [0.000, 3.853, 0.635], [1.205, 2.903, 1.039], [1.167, 3.052, -0.472], [-0.936, -1.539, 0.303], [2.369, 0.705, -0.161]],
  "lowdin_charge": [0.03, -0.21, -0.26, 0.01, -0.15, -0.14, -0.18, 0.16, 0.11, 0.64, 0.11, 0.10, 0.06, 0.08, 0.05, 0.05, 0.02, 0.01, 0.04, 0.01, 0.08, 0.00, 0.04, 0.16, 0.19]
}

2) {
  "formula": "C7H15N2Si",
  "method": "ωB97M-V/def2-TZVPD",
  "gap_ev": 9.26,
  "homo_energy_ev": -12.96,
  "total_charge": 1,
  "lumo_energy_ev": -3.71,
  "smiles": "Cc1c[nH]c([Si](C)(C)C)[nH+]1",
  "species": ["C", "C", "C", "C", "C", "C", "C", "N", "N", "Si", "H", "H", "H", "H", "H", "H", "H", "H", "H", "H", "H", "H", "H", "H", "H"],
  "xyz": [[-1.867, -0.148, -1.822], [-1.812, 1.110, -1.252], [-0.372, -0.096, 0.007], [-2.434, 2.383, -1.677], [2.624, -1.207, -0.359], [0.545, -2.236, 1.904], [1.418, 0.846, 1.795], [-0.910, -0.927, -1.303], [-0.858, 1.068, -0.201], [1.222, -0.809, 0.847], [-2.598, -0.349, -2.581], [-3.226, 2.620, -0.910], [-1.645, 3.125, -1.473], [-2.791, 2.432, -2.704], [2.538, -2.247, -0.674], [2.662, -0.480, -1.273], [3.680, -1.133, 0.131], [1.178, -2.656, 2.579], [-0.397, -1.823, 2.400], [0.229, -3.037, 1.264], [0.543, 1.138, 2.302], [2.150, 0.715, 2.682], [1.643, 1.654, 1.124], [-0.923, -1.914, -1.077], [-0.599, 1.973, 0.272]],
  "lowdin_charge": [-0.06, -0.25, -0.13, -0.02, -0.19, -0.15, -0.19, 0.12, 0.12, 0.61, 0.14, 0.11, 0.09, 0.10, 0.02, 0.07, 0.08, -0.01, 0.07, 0.02, 0.01, 0.08, 0.02, 0.14, 0.20]
}

Stability summary - winner: 1); margin: 0.835 eV.